[1]
{"formula": "C52H36Cl3N13OS2Sn", "method": "ωB97M-V with the def2-TZVPD basis set", "total_charge": 2, "homo_lumo_gap_ev": [4.610, 5.160], "e_homo_ev": [-11.4783, -11.8262], "symbols": ["Sn", "C", "C", "C", "C", "C", "N", "C", "C", "C", "C", "C", "C", "C", "C", "N", "C", "N", "C", "N", "C", "N", "C", "N", "C", "N", "C", "C", "C", "C", "C", "C", "C", "C", "C", "C", "C", "C", "C", "C", "N", "H", "H", "H", "H", "H", "H", "H", "H", "H", "H", "H", "H", "H", "H", "H", "H", "C", "C", "C", "N", "N", "C", "N", "S", "H", "H", "H", "H", "H", "H", "H", "Cl", "C", "C", "C", "C", "C", "C", "N", "C", "C", "N", "C", "O", "C", "C", "C", "Cl", "S", "C", "C", "C", "Cl", "C", "H", "H", "H", "H", "H", "H", "H", "H", "H", "H", "H", "H", "H"], "positions_angstrom": [[13.78, 14.91, 12.61], [18.37, 13.39, 8.01], [17.60, 14.15, 7.15], [16.43, 14.76, 7.60], [16.12, 14.63, 8.96], [14.98, 15.15, 9.73], [13.95, 15.79, 9.22], [12.91, 16.24, 9.95], [11.81, 17.02, 9.42], [11.46, 17.49, 8.15], [10.32, 18.34, 8.13], [9.47, 18.58, 9.12], [9.84, 18.13, 10.40], [10.99, 17.35, 10.51], [11.57, 16.85, 11.69], [11.06, 17.09, 12.85], [11.65, 16.68, 13.95], [12.99, 16.11, 14.08], [13.28, 15.85, 15.43], [14.39, 15.39, 15.86], [15.44, 15.06, 15.14], [15.56, 14.86, 13.76], [16.66, 14.27, 13.51], [17.04, 13.84, 12.25], [16.41, 14.23, 11.15], [15.22, 14.98, 11.05], [16.91, 13.96, 9.80], [18.08, 13.35, 9.35], [17.43, 14.07, 14.69], [18.67, 13.49, 14.99], [19.07, 13.42, 16.33], [18.22, 13.89, 17.37], [17.02, 14.52, 17.03], [16.62, 14.64, 15.72], [12.11, 16.32, 16.17], [11.96, 16.35, 17.56], [10.77, 16.82, 17.99], [9.73, 17.30, 17.14], [9.94, 17.46, 15.80], [11.19, 16.86, 15.30], [12.66, 16.17, 11.31], [19.20, 12.91, 7.61], [17.83, 14.09, 6.10], [15.87, 15.48, 6.92], [12.00, 17.27, 7.26], [10.04, 18.66, 7.16], [8.58, 19.19, 9.13], [9.25, 18.28, 11.26], [18.76, 12.89, 10.09], [19.25, 13.06, 14.19], [19.98, 12.89, 16.57], [18.53, 13.65, 18.33], [16.25, 14.77, 17.77], [12.84, 16.15, 18.18], [10.53, 16.86, 19.04], [8.83, 17.65, 17.67], [9.22, 17.89, 15.13], [9.32, 13.13, 16.80], [9.59, 13.04, 15.27], [11.05, 12.91, 15.04], [11.60, 13.54, 14.07], [12.94, 13.34, 14.03], [13.40, 12.57, 15.01], [14.64, 12.24, 15.32], [12.15, 12.16, 16.15], [8.25, 13.01, 17.08], [9.80, 14.04, 17.20], [9.88, 12.38, 17.33], [9.23, 13.88, 14.71], [9.11, 12.18, 14.77], [15.32, 12.11, 14.61], [14.88, 11.80, 16.18], [6.67, 8.26, 11.31], [8.43, 8.40, 11.29], [8.98, 9.62, 11.49], [10.38, 9.80, 11.50], [11.26, 8.69, 11.43], [12.74, 8.89, 11.39], [13.33, 9.72, 10.22], [13.06, 11.19, 10.28], [12.05, 11.90, 9.68], [12.06, 13.15, 10.24], [12.99, 13.14, 11.26], [13.62, 11.98, 11.21], [13.42, 9.44, 12.53], [12.71, 9.45, 13.72], [12.08, 8.13, 14.11], [12.88, 7.07, 14.44], [14.60, 7.11, 14.24], [12.04, 5.77, 15.17], [10.54, 6.66, 15.01], [10.72, 7.91, 14.44], [10.65, 7.45, 11.27], [11.55, 5.94, 11.05], [9.28, 7.33, 11.17], [8.36, 10.51, 11.54], [10.73, 10.84, 11.57], [13.26, 7.95, 11.24], [12.97, 9.40, 9.21], [14.40, 9.50, 10.29], [11.35, 11.40, 8.99], [11.35, 13.98, 10.11], [14.34, 11.66, 11.90], [11.89, 10.19, 13.67], [13.39, 9.83, 14.48], [9.59, 6.11, 14.99], [9.91, 8.61, 14.35], [8.89, 6.34, 10.96]], "lowdin_charge": [1.40, -0.05, -0.04, 0.03, -0.12, -0.26, 0.23, -0.23, -0.09, 0.05, -0.07, -0.04, 0.04, -0.11, -0.31, 0.24, -0.20, 0.01, -0.28, 0.23, -0.28, 0.05, -0.32, 0.22, -0.22, 0.03, -0.13, 0.02, -0.09, 0.02, -0.03, -0.01, 0.01, -0.14, -0.11, -0.01, -0.07, -0.05, 0.04, -0.08, 0.04, 0.10, 0.12, 0.15, 0.12, 0.11, 0.13, 0.10, 0.14, 0.12, 0.11, 0.09, 0.12, 0.13, 0.12, 0.13, 0.11, -0.08, -0.20, -0.58, 0.04, -0.11, -0.65, 0.17, 1.20, 0.10, 0.07, 0.03, 0.11, 0.13, 0.11, 0.12, 0.68, -0.63, -0.11, -0.01, -0.20, -0.26, -0.01, -0.02, -0.04, -0.09, -0.02, -0.14, -0.14, -0.22, -0.35, -0.96, 0.69, 1.03, -0.35, -0.14, -0.54, 0.73, -0.12, 0.11, 0.11, 0.12, 0.16, 0.14, 0.15, 0.13, 0.13, 0.11, 0.10, 0.08, 0.11, 0.11]}


[2]
{"formula": "C52H37BrCl4N4O4P2SiSn", "method": "ωB97M-V with the def2-TZVPD basis set", "total_charge": -2, "homo_lumo_gap_ev": 5.890, "de_lowest_ev": 3.364, "e_homo_ev": -2.2657, "symbols": ["Sn", "C", "Si", "C", "C", "C", "C", "C", "C", "P", "C", "C", "C", "C", "C", "C", "C", "C", "C", "C", "C", "C", "C", "C", "C", "C", "C", "C", "P", "C", "C", "C", "C", "C", "C", "C", "C", "C", "C", "C", "C", "H", "H", "H", "H", "H", "H", "H", "H", "H", "H", "H", "H", "H", "H", "H", "H", "H", "H", "H", "H", "H", "H", "H", "H", "H", "H", "H", "H", "H", "H", "H", "O", "C", "C", "C", "N", "C", "Br", "C", "H", "H", "H", "H", "Cl", "C", "C", "Cl", "C", "Cl", "C", "O", "C", "O", "C", "Cl", "N", "C", "O", "C", "C", "N", "C", "N", "H", "H"], "positions_angstrom": [[-0.86, 1.12, 0.23], [2.60, 1.17, 4.19], [1.73, 0.77, 2.51], [0.80, -0.76, 3.21], [0.04, -0.77, 4.38], [-0.78, -1.84, 4.70], [-0.86, -2.94, 3.85], [-0.08, -2.98, 2.71], [0.77, -1.92, 2.40], [1.80, -1.89, 0.89], [2.37, -3.65, 0.74], [2.70, -4.10, -0.53], [3.19, -5.38, -0.73], [3.37, -6.23, 0.35], [3.07, -5.78, 1.63], [2.58, -4.50, 1.83], [3.40, -1.24, 1.58], [4.26, -0.62, 0.66], [5.50, -0.16, 1.07], [5.90, -0.30, 2.39], [5.05, -0.91, 3.31], [3.81, -1.37, 2.91], [0.93, 2.32, -0.80], [1.51, 3.53, -0.43], [2.21, 4.33, -1.34], [2.37, 3.91, -2.65], [1.83, 2.70, -3.06], [1.11, 1.93, -2.15], [0.20, 0.38, -2.48], [1.37, -0.82, -3.27], [0.81, -2.05, -3.63], [1.56, -3.01, -4.30], [2.89, -2.76, -4.61], [3.47, -1.56, -4.23], [2.71, -0.59, -3.56], [-0.83, 0.56, -4.01], [-0.30, 0.84, -5.27], [-1.12, 0.92, -6.38], [-2.49, 0.70, -6.26], [-3.02, 0.37, -5.02], [-2.19, 0.29, -3.90], [2.81, 0.27, 4.78], [1.92, 1.81, 4.77], [3.53, 1.73, 4.06], [0.06, 0.10, 5.04], [-1.37, -1.81, 5.61], [-1.54, -3.75, 4.07], [-0.15, -3.84, 2.04], [2.55, -3.43, -1.37], [3.43, -5.71, -1.74], [3.73, -7.24, 0.19], [3.22, -6.44, 2.48], [2.36, -4.17, 2.83], [3.93, -0.49, -0.37], [6.16, 0.32, 0.35], [6.87, 0.06, 2.71], [5.36, -1.02, 4.34], [3.15, -1.84, 3.63], [1.40, 3.89, 0.59], [2.61, 5.29, -1.03], [2.90, 4.53, -3.37], [1.94, 2.39, -4.09], [-0.23, -2.24, -3.38], [1.09, -3.95, -4.59], [3.48, -3.50, -5.14], [4.51, -1.35, -4.47], [3.17, 0.35, -3.28], [0.77, 1.01, -5.39], [-0.70, 1.17, -7.35], [-3.14, 0.79, -7.12], [-4.08, 0.18, -4.91], [-2.60, 0.05, -2.93], [-4.97, 1.37, 6.02], [-4.08, 1.26, 4.99], [-4.15, 0.24, 4.05], [-3.16, 0.17, 3.09], [-2.15, 1.04, 3.02], [-2.13, 2.01, 3.91], [-0.64, 3.18, 3.81], [-3.05, 2.18, 4.92], [-5.65, 0.70, 5.91], [-4.96, -0.48, 4.07], [-3.15, -0.62, 2.34], [-2.96, 2.98, 5.65], [-3.50, 7.62, -0.63], [-2.93, 6.01, -0.95], [-2.67, 5.60, -2.25], [-2.87, 6.71, -3.58], [-2.25, 4.28, -2.49], [-1.88, 3.77, -4.11], [-2.09, 3.35, -1.46], [-1.76, 2.10, -1.63], [-2.27, 3.80, -0.11], [-2.02, 2.96, 0.84], [-2.72, 5.11, 0.10], [-2.97, 5.61, 1.75], [-4.61, 0.48, -0.28], [-4.14, -0.80, -0.08], [-2.92, -0.98, 0.08], [-5.12, -1.85, 0.01], [-4.71, -3.21, 0.13], [-4.40, -4.32, 0.22], [-6.51, -1.58, -0.05], [-7.65, -1.36, -0.10], [-5.55, 0.62, -0.62], [-3.92, 1.18, -0.49]], "lowdin_charge": [1.15, -0.32, 0.80, -0.40, -0.12, -0.10, -0.08, -0.09, -0.42, 1.09, -0.35, -0.09, -0.09, -0.11, -0.09, -0.10, -0.44, -0.10, -0.08, -0.09, -0.10, -0.14, -0.32, -0.14, -0.11, -0.11, -0.12, -0.42, 1.06, -0.36, -0.10, -0.10, -0.12, -0.11, -0.10, -0.37, -0.11, -0.11, -0.12, -0.09, -0.11, 0.01, -0.02, 0.01, 0.09, 0.10, 0.10, 0.11, 0.08, 0.10, 0.09, 0.10, 0.10, 0.10, 0.10, 0.10, 0.10, 0.11, 0.08, 0.09, 0.09, 0.08, 0.11, 0.10, 0.09, 0.09, 0.09, 0.09, 0.09, 0.09, 0.10, 0.10, 0.05, -0.32, 0.01, -0.10, 0.01, -0.72, 0.78, -0.04, 0.10, 0.12, 0.11, 0.11, 0.59, -0.72, -0.72, 0.59, -0.58, 0.72, -0.39, -0.31, -0.42, -0.30, -0.60, 0.63, 0.18, -0.58, -0.13, -0.23, -0.27, 0.08, -0.29, 0.07, 0.08, 0.08]}


[3]
{"formula": "C52H38BrMoN2O2P2", "method": "ωB97M-V with the def2-TZVPD basis set", "total_charge": 3, "homo_lumo_gap_ev": [6.085, 5.970], "multiplicity": 3, "de_lowest_ev": 0.000, "e_homo_ev": [-15.4701, -15.5620], "symbols": ["Mo", "Br", "C", "C", "C", "C", "O", "C", "C", "N", "C", "C", "C", "C", "C", "C", "C", "C", "N", "C", "C", "H", "H", "H", "H", "H", "H", "H", "H", "H", "H", "O", "C", "C", "C", "C", "C", "C", "P", "C", "C", "C", "C", "C", "C", "C", "C", "C", "C", "C", "C", "C", "C", "C", "C", "C", "C", "P", "C", "C", "C", "C", "C", "C", "C", "C", "C", "C", "C", "C", "H", "H", "H", "H", "H", "H", "H", "H", "H", "H", "H", "H", "H", "H", "H", "H", "H", "H", "H", "H", "H", "H", "H", "H", "H", "H", "H", "H"], "positions_angstrom": [[0.18, -0.03, 0.39], [5.06, 0.42, 6.09], [3.64, 0.27, 4.87], [2.33, 0.17, 5.36], [1.25, 0.07, 4.50], [1.49, 0.06, 3.12], [0.47, -0.02, 2.28], [2.81, 0.15, 2.61], [3.10, 0.10, 1.22], [2.28, -0.04, 0.21], [2.81, -0.11, -1.13], [4.14, -0.27, -1.46], [4.52, -0.29, -2.82], [3.60, -0.18, -3.82], [2.23, -0.05, -3.51], [1.21, 0.03, -4.49], [-0.10, 0.12, -4.10], [-0.39, 0.13, -2.72], [0.54, 0.05, -1.79], [1.84, -0.02, -2.15], [3.88, 0.26, 3.51], [2.16, 0.18, 6.42], [0.24, 0.00, 4.88], [4.16, 0.19, 0.98], [4.91, -0.39, -0.72], [5.57, -0.41, -3.06], [3.91, -0.19, -4.86], [1.47, 0.02, -5.54], [-0.91, 0.19, -4.81], [-1.43, 0.19, -2.38], [4.89, 0.33, 3.14], [-2.34, 0.10, 0.69], [-3.04, -1.11, 0.94], [-4.16, -1.12, 1.75], [-4.83, -2.32, 1.96], [-4.36, -3.50, 1.39], [-3.18, -3.49, 0.66], [-2.51, -2.29, 0.43], [-0.84, -2.29, -0.14], [-0.65, -2.90, -1.81], [0.63, -3.10, -2.34], [0.78, -3.55, -3.63], [-0.35, -3.78, -4.42], [-1.62, -3.57, -3.91], [-1.77, -3.13, -2.61], [0.04, -3.42, 0.95], [0.05, -3.15, 2.33], [0.63, -4.05, 3.21], [1.20, -5.22, 2.73], [1.18, -5.50, 1.37], [0.60, -4.61, 0.48], [-3.09, 1.12, 0.06], [-4.44, 1.03, -0.24], [-5.09, 2.15, -0.74], [-4.44, 3.36, -0.92], [-3.08, 3.43, -0.66], [-2.39, 2.29, -0.22], [-0.66, 2.34, 0.09], [-0.32, 3.25, 1.60], [0.30, 4.50, 1.58], [0.42, 5.23, 2.75], [-0.07, 4.72, 3.94], [-0.71, 3.48, 3.96], [-0.83, 2.75, 2.80], [0.25, 3.15, -1.24], [1.62, 3.31, -1.06], [2.39, 3.86, -2.07], [1.79, 4.24, -3.27], [0.43, 4.06, -3.45], [-0.34, 3.51, -2.45], [-4.51, -0.21, 2.21], [-5.71, -2.34, 2.58], [-4.88, -4.43, 1.56], [-2.76, -4.43, 0.30], [1.51, -2.93, -1.73], [1.77, -3.73, -4.03], [-0.23, -4.14, -5.43], [-2.49, -3.76, -4.52], [-2.77, -2.97, -2.21], [-0.44, -2.27, 2.72], [0.61, -3.84, 4.27], [1.65, -5.92, 3.42], [1.61, -6.42, 1.00], [0.57, -4.86, -0.57], [-4.99, 0.11, -0.10], [-6.15, 2.07, -0.97], [-4.97, 4.23, -1.26], [-2.55, 4.36, -0.81], [0.67, 4.93, 0.65], [0.90, 6.20, 2.73], [0.02, 5.30, 4.85], [-1.12, 3.10, 4.89], [-1.35, 1.80, 2.83], [2.10, 3.04, -0.12], [3.45, 4.01, -1.92], [2.39, 4.69, -4.05], [-0.03, 4.36, -4.38], [-1.40, 3.36, -2.61]], "lowdin_charge": [1.45, 0.86, -0.67, -0.05, 0.03, -0.30, -0.28, -0.12, -0.01, -0.03, -0.19, 0.03, -0.02, 0.02, -0.13, 0.05, 0.00, -0.12, -0.07, -0.19, -0.04, 0.12, 0.13, 0.13, 0.12, 0.13, 0.14, 0.14, 0.13, 0.13, 0.12, -0.14, -0.27, 0.00, 0.00, -0.02, -0.04, -0.29, 1.06, -0.38, -0.12, -0.05, -0.03, -0.04, -0.07, -0.35, -0.10, -0.05, -0.03, -0.04, -0.07, -0.24, 0.01, -0.01, -0.03, -0.05, -0.29, 1.07, -0.34, -0.06, -0.04, -0.03, -0.05, -0.10, -0.37, -0.12, -0.05, -0.03, -0.04, -0.08, 0.14, 0.13, 0.13, 0.13, 0.12, 0.12, 0.12, 0.12, 0.11, 0.10, 0.12, 0.12, 0.12, 0.10, 0.12, 0.13, 0.13, 0.13, 0.11, 0.12, 0.12, 0.12, 0.10, 0.11, 0.12, 0.12, 0.12, 0.10]}


[4]
{"formula": "C52H41INO7P2S2V", "method": "ωB97M-V with the def2-TZVPD basis set", "total_charge": -1, "homo_lumo_gap_ev": [2.821, 4.223], "multiplicity": 4, "de_lowest_ev": 7.087, "e_homo_ev": [-1.6025, -3.0352], "symbols": ["V", "O", "S", "C", "C", "C", "C", "C", "C", "P", "C", "C", "C", "C", "C", "C", "C", "C", "C", "C", "C", "C", "C", "C", "C", "C", "C", "C", "P", "C", "C", "C", "C", "C", "C", "C", "C", "C", "C", "C", "C", "H", "H", "H", "H", "H", "H", "H", "H", "H", "H", "H", "H", "H", "H", "H", "H", "H", "H", "H", "H", "H", "H", "H", "H", "H", "H", "H", "H", "C", "C", "C", "C", "C", "C", "C", "S", "O", "O", "N", "C", "C", "O", "O", "H", "H", "H", "H", "H", "H", "H", "H", "H", "I", "C", "C", "C", "C", "C", "C", "C", "O", "O", "H", "H", "H", "H"], "positions_angstrom": [[17.02, 12.99, 11.69], [15.75, 16.30, 12.35], [16.03, 14.86, 12.56], [16.97, 15.00, 14.07], [16.82, 16.15, 14.81], [17.49, 16.27, 16.15], [18.44, 15.33, 16.42], [18.63, 14.21, 15.60], [17.79, 13.95, 14.51], [18.02, 12.39, 13.56], [17.88, 10.92, 14.63], [17.61, 11.13, 15.95], [17.96, 10.13, 16.92], [18.45, 8.92, 16.43], [18.52, 8.65, 15.08], [18.31, 9.67, 14.17], [19.85, 12.45, 13.31], [20.28, 12.80, 12.01], [21.55, 13.21, 11.79], [22.51, 13.04, 12.79], [22.13, 12.42, 14.01], [20.78, 12.20, 14.34], [14.37, 14.11, 13.06], [13.63, 14.90, 13.88], [12.44, 14.39, 14.44], [12.08, 13.05, 14.29], [12.79, 12.26, 13.37], [13.92, 12.83, 12.64], [15.06, 11.88, 11.58], [10.03, 11.89, 7.91], [9.82, 12.66, 5.70], [10.46, 13.88, 5.71], [11.54, 14.27, 6.58], [11.69, 13.76, 7.83], [10.93, 12.79, 8.41], [14.68, 10.12, 11.76], [15.43, 9.35, 12.74], [15.66, 7.99, 12.48], [14.89, 7.36, 11.50], [13.86, 8.05, 10.84], [13.82, 9.47, 10.85], [16.24, 16.99, 14.48], [17.19, 17.12, 16.79], [19.10, 15.50, 17.26], [19.45, 13.57, 15.79], [17.22, 12.07, 16.33], [17.90, 10.28, 17.97], [18.71, 8.14, 17.10], [18.78, 7.68, 14.61], [18.29, 9.46, 13.09], [19.56, 12.88, 11.18], [21.83, 13.66, 10.83], [23.50, 13.42, 12.61], [22.88, 12.08, 14.65], [20.51, 11.80, 15.30], [14.00, 15.93, 14.06], [11.87, 15.06, 15.07], [11.19, 12.62, 14.79], [12.49, 11.23, 13.11], [9.27, 12.41, 4.77], [10.19, 14.49, 4.85], [12.27, 14.99, 6.15], [12.51, 14.13, 8.44], [11.09, 12.79, 9.49], [15.70, 9.79, 13.71], [16.35, 7.43, 13.04], [15.09, 6.32, 11.21], [13.19, 7.55, 10.16], [13.12, 10.03, 10.26], [16.84, 19.42, 6.53], [17.21, 18.21, 7.26], [16.49, 17.02, 7.14], [16.89, 15.95, 7.93], [18.08, 16.06, 8.62], [18.86, 17.23, 8.72], [18.32, 18.34, 8.14], [18.67, 14.70, 9.52], [19.70, 14.12, 8.68], [19.11, 15.32, 10.75], [17.65, 13.53, 9.81], [16.93, 12.82, 8.68], [15.41, 13.10, 8.92], [14.65, 12.57, 10.03], [14.80, 13.89, 8.19], [17.07, 20.34, 7.07], [15.83, 19.45, 6.09], [17.51, 19.43, 5.68], [15.78, 16.86, 6.34], [16.32, 15.06, 8.06], [19.79, 17.13, 9.25], [18.85, 19.32, 8.29], [17.07, 11.75, 8.81], [17.31, 13.09, 7.73], [6.72, 10.56, 14.25], [7.65, 10.64, 12.31], [8.43, 9.51, 11.95], [9.08, 9.55, 10.77], [9.07, 10.69, 9.98], [8.26, 11.78, 10.33], [7.51, 11.75, 11.53], [9.66, 10.62, 8.65], [9.69, 9.54, 8.08], [9.82, 11.65, 6.59], [8.46, 8.62, 12.59], [9.62, 8.72, 10.30], [8.25, 12.63, 9.63], [6.90, 12.57, 11.92]], "lowdin_charge": [0.23, -0.46, 0.88, -0.35, -0.03, -0.03, -0.09, -0.08, -0.30, 0.95, -0.39, -0.08, -0.04, -0.10, -0.09, -0.12, -0.30, -0.11, -0.08, -0.06, -0.07, -0.09, -0.31, -0.08, -0.06, -0.08, -0.04, -0.27, 0.95, -0.23, -0.15, -0.13, -0.15, -0.19, -0.10, -0.33, -0.08, -0.08, -0.08, -0.07, -0.05, 0.10, 0.11, 0.10, 0.07, 0.10, 0.09, 0.09, 0.12, 0.12, 0.06, 0.12, 0.09, 0.07, 0.10, 0.12, 0.10, 0.12, 0.11, 0.10, 0.07, 0.09, 0.07, 0.10, 0.10, 0.08, 0.11, 0.10, 0.11, -0.07, -0.28, 0.00, -0.04, -0.27, -0.05, -0.04, 0.53, -0.31, -0.32, -0.32, -0.12, -0.36, -0.23, 0.08, 0.08, 0.09, 0.08, 0.12, 0.06, 0.11, 0.13, 0.11, 0.11, 0.72, -0.70, -0.17, -0.05, -0.16, -0.01, -0.16, -0.38, 0.02, -0.02, 0.09, 0.12, 0.12, 0.09]}


no.,calculated total energy (a.u.),maximum force (eV/A)
1,-5181.0448,5.7
2,-8125.1391,1.0
3,-5588.4890,1.4
4,-5308.0729,3.9